[1]
{
  "formula": "C14H38MgO6",
  "method": "ωB97M-V/def2-TZVPD",
  "elements": ["Mg", "C", "C", "C", "O", "H", "H", "H", "H", "H", "H", "H", "C", "C", "C", "O", "H", "H", "H", "H", "H", "H", "H", "C", "C", "O", "H", "H", "H", "H", "H", "H", "C", "C", "O", "H", "H", "H", "H", "H", "H", "C", "C", "O", "H", "H", "H", "H", "H", "H", "C", "C", "O", "H", "H", "H", "H", "H", "H"],
  "xyz": [[19.8602, -11.4996, 7.9165], [21.7663, -13.6102, 5.7321], [22.0704, -13.6917, 7.2305], [23.5768, -13.4964, 7.4714], [21.2881, -12.8248, 7.9680], [22.1065, -12.6398, 5.3534], [20.6872, -13.7077, 5.6121], [22.3171, -14.3585, 5.1604], [21.8206, -14.7288, 7.5154], [24.1527, -14.0600, 6.7343], [23.8840, -13.7820, 8.4780], [23.8651, -12.4495, 7.3365], [18.6070, -11.2202, 4.1653], [17.8426, -11.3650, 5.4775], [17.3618, -12.8135, 5.6137], [18.5078, -10.9553, 6.6055], [18.8517, -10.1673, 3.9847], [17.9892, -11.6144, 3.3566], [19.5827, -11.7121, 4.0837], [16.9418, -10.7500, 5.3414], [18.1680, -13.5161, 5.8629], [16.8501, -13.2937, 4.7735], [16.6756, -12.9331, 6.4627], [18.6680, -15.0584, 9.8591], [18.4158, -14.1244, 8.7040], [18.6697, -12.7541, 9.0280], [18.4593, -16.0786, 9.5306], [18.0274, -14.8259, 10.7114], [19.7175, -15.0362, 10.1520], [17.3866, -14.2507, 8.3366], [18.9584, -14.3809, 7.7939], [18.1107, -12.5724, 9.7916], [22.7284, -8.5415, 8.4002], [22.5457, -9.8542, 7.6517], [21.2063, -9.9422, 7.1440], [23.7490, -8.4425, 8.7719], [22.0559, -8.5034, 9.2605], [22.4593, -7.6550, 7.8219], [22.7945, -10.7127, 8.2679], [23.2785, -9.8944, 6.8398], [21.0824, -9.1636, 6.5947], [18.9088, -8.0914, 9.9211], [18.6745, -9.5769, 9.8533], [19.8940, -10.3011, 9.5783], [18.0176, -7.5675, 10.2660], [19.2795, -7.6823, 8.9818], [19.6842, -7.8425, 10.6565], [17.9804, -9.8664, 9.0594], [18.2303, -9.9462, 10.7855], [20.5342, -10.0545, 10.2563], [22.9277, -13.4372, 12.4482], [22.2508, -13.5103, 11.0955], [22.3225, -12.2330, 10.4908], [23.9215, -13.0023, 12.2973], [23.0998, -14.4169, 12.8899], [22.4268, -12.7420, 13.1214], [21.2108, -13.8410, 11.1829], [22.7526, -14.2473, 10.4598], [22.0417, -12.3286, 9.5534]],
  "lowdin_charge": [0.64, -0.05, -0.57, -0.05, -0.30, 0.08, 0.06, 0.07, 0.13, 0.07, 0.06, 0.07, -0.07, -0.60, -0.07, -0.29, 0.07, 0.07, 0.07, 0.12, 0.06, 0.07, 0.07, -0.06, -0.28, -0.11, 0.09, 0.08, 0.06, 0.11, 0.11, 0.12, -0.06, -0.27, -0.11, 0.08, 0.06, 0.08, 0.09, 0.12, 0.11, -0.06, -0.25, -0.11, 0.08, 0.08, 0.08, 0.12, 0.12, 0.11, -0.09, -0.33, -0.11, 0.07, 0.07, 0.07, 0.09, 0.11, 0.02],
  "lumo_energy_ha": 0.0111,
  "largest_force_ev_per_a": 1.466,
  "energy_ev": -32866.42908,
  "orbital_gap_ev": 8.219
}

=====

[2]
{
  "formula": "C3H7ClN2O",
  "method": "ωB97M-V/def2-TZVPD",
  "elements": ["C", "N", "C", "C", "Cl", "N", "O", "H", "H", "H", "H", "H", "H", "H"],
  "xyz": [[-1.2439, 1.0170, 0.0348], [-0.7427, -0.3508, -0.0462], [0.6614, -0.7274, 0.4456], [1.7164, -0.0659, -0.4875], [3.3317, -0.5616, -0.0572], [-1.6351, -1.3142, -0.0636], [-2.7464, -0.9995, -0.2882], [-1.9095, 1.2153, 1.1030], [-0.5065, 1.7491, 0.1584], [-1.6774, 1.4250, -0.8022], [0.6220, -1.7111, 0.3255], [0.9569, -0.4682, 1.4614], [1.6511, 1.1328, -0.2999], [1.5220, -0.3407, -1.4839]],
  "lowdin_charge": [-0.06, -0.17, -0.17, -0.62, 0.58, -0.12, -0.02, 0.17, 0.04, 0.05, 0.05, 0.11, 0.12, 0.05],
  "lumo_energy_ha": 0.0250,
  "largest_force_ev_per_a": 4.899,
  "energy_ev": -20771.09374,
  "smiles": "CN(CCCl)N=O",
  "orbital_gap_ev": 9.913
}

=====

[3]
{
  "formula": "C14H15BeCl2IN2O2",
  "method": "ωB97M-V/def2-TZVPD",
  "elements": ["C", "C", "H", "H", "H", "H", "H", "H", "C", "C", "C", "C", "H", "H", "H", "H", "N", "C", "C", "N", "C", "C", "C", "H", "H", "C", "H", "H", "Be", "I", "Cl", "C", "Cl", "C", "O", "O", "H"],
  "xyz": [[1.0689, 0.5745, 3.0526], [0.9432, -0.8545, 3.0203], [1.6444, 1.1248, 2.3011], [1.4720, 0.8272, 3.9845], [-0.0051, 0.9212, 2.9288], [1.4214, -1.4265, 2.2140], [1.3151, -1.2079, 3.9466], [-0.1647, -1.0656, 2.9071], [-0.7974, 2.6754, -2.2413], [-0.2852, 3.4992, -3.2446], [0.1546, 2.9293, -4.4460], [0.0775, 1.5465, -4.6179], [-1.1456, 3.0586, -1.2759], [-0.2356, 4.5769, -3.0702], [0.5539, 3.5500, -5.2386], [0.4143, 1.0274, -5.5178], [-0.8969, 1.3307, -2.3989], [-0.4575, 0.7753, -3.5786], [-0.6103, -0.6799, -3.5668], [-1.1467, -1.1119, -2.3789], [-1.3384, -2.4449, -2.1976], [-0.4747, -2.9284, -4.4001], [-1.0206, -3.3747, -3.1898], [-1.7562, -2.7244, -1.2236], [-1.2061, -4.4327, -2.9963], [-0.2551, -1.5645, -4.5948], [0.1784, -1.1396, -5.5016], [-0.2221, -3.6325, -5.1844], [-1.3246, 0.1609, -1.3428], [2.7461, -0.2049, 0.8516], [-2.6037, -2.1684, 1.9027], [-3.2485, -0.5102, 1.7240], [-2.5487, 0.6550, 2.8718], [-2.9343, -0.0890, 0.2884], [-3.7613, -0.0269, -0.5813], [-1.6225, 0.1647, 0.1658], [-4.3302, -0.5382, 1.8459]],
  "lowdin_charge": [-0.33, -0.33, -0.09, 0.06, 0.04, -0.09, 0.07, 0.05, -0.07, -0.08, -0.08, -0.01, 0.12, 0.10, 0.10, 0.11, 0.03, -0.19, -0.19, 0.04, -0.07, -0.07, -0.07, 0.11, 0.10, -0.01, 0.11, 0.10, 0.23, 0.55, 0.63, -0.95, 0.66, -0.69, 0.11, -0.09, 0.07],
  "lumo_energy_ha": [-0.0127, -0.0807],
  "largest_force_ev_per_a": 4.193,
  "energy_ev": -55385.10122,
  "orbital_gap_ev": [8.643, 3.448]
}

=====

[4]
{
  "formula": "C5H11NO2",
  "method": "ωB97M-V/def2-TZVPD",
  "elements": ["C", "N", "C", "C", "O", "C", "C", "O", "H", "H", "H", "H", "H", "H", "H", "H", "H", "H", "H"],
  "xyz": [[1.7674, 0.9227, -1.2614], [1.1349, 0.1815, -0.1642], [0.7884, 0.9761, 0.9980], [0.4542, -0.9767, -0.4607], [0.8282, -1.7402, -1.3328], [-0.6613, -1.3877, 0.4539], [-1.9839, -0.5079, 0.4857], [-2.0584, 0.5504, -0.4277], [2.8552, 0.9174, -1.0471], [1.8268, 0.3510, -2.1816], [1.3907, 1.9381, -1.2325], [1.1862, 0.6803, 1.9677], [-0.3007, 1.1280, 1.1198], [1.3669, 1.8972, 0.8461], [-1.0942, -2.3481, 0.1646], [-0.3565, -1.5445, 1.4936], [-2.8455, -1.2016, 0.4199], [-2.1067, -0.0188, 1.4655], [-2.1920, 0.1829, -1.3066]],
  "lowdin_charge": [-0.04, -0.14, -0.06, -0.48, 0.06, -0.08, -0.27, -0.06, 0.09, 0.08, 0.08, 0.09, 0.08, 0.09, 0.11, 0.12, 0.12, 0.11, 0.10],
  "lumo_energy_ha": 0.0281,
  "largest_force_ev_per_a": 2.627,
  "energy_ev": -10947.57295,
  "smiles": "CN(C)C(=O)CCO",
  "orbital_gap_ev": 9.863
}

=====

[5]
{
  "formula": "C5H8OS",
  "method": "ωB97M-V/def2-TZVPD",
  "elements": ["C", "C", "C", "O", "C", "C", "S", "H", "H", "H", "H", "H", "H", "H", "H"],
  "xyz": [[-0.0194, 0.3191, 3.5328], [0.5629, 0.2233, 2.4970], [1.3033, 0.3106, 1.3137], [0.3079, 0.4957, 0.2448], [-0.0069, -0.4653, -0.6193], [-1.2754, -0.0266, -1.3291], [1.3643, -0.9359, -1.7160], [-0.5311, 0.5631, 4.4756], [1.8696, 1.2777, 1.2522], [1.7730, -0.6229, 0.9078], [-0.0415, -1.4309, -0.0540], [-1.1599, 0.9577, -1.9137], [-1.9680, -0.2594, -0.4961], [-1.4636, -0.6729, -2.2043], [1.2716, 0.0757, -2.4719]],
  "lowdin_charge": [0.13, -0.14, -0.17, -0.21, -0.84, -0.08, 0.79, 0.05, 0.15, 0.11, 0.11, 0.12, 0.10, 0.07, -0.19],
  "lumo_energy_ha": 0.0332,
  "largest_force_ev_per_a": 4.171,
  "energy_ev": -18193.68988,
  "smiles": "C#CCO[C@@H](C)S",
  "orbital_gap_ev": 10.113
}

=====

[6]
{
  "formula": "C24H44BBeCaCl4FN5O9S",
  "method": "ωB97M-V/def2-TZVPD",
  "elements": ["C", "C", "B", "O", "N", "C", "N", "N", "C", "C", "O", "N", "C", "C", "H", "H", "H", "H", "H", "H", "H", "H", "H", "H", "H", "H", "H", "H", "H", "H", "H", "H", "Cl", "C", "C", "O", "C", "H", "H", "H", "H", "H", "H", "Cl", "C", "C", "Cl", "H", "H", "H", "H", "F", "Be", "Cl", "C", "C", "C", "S", "O", "O", "C", "H", "H", "H", "H", "H", "H", "H", "H", "Ca", "C", "C", "O", "O", "H", "H", "H", "C", "C", "C", "C", "C", "C", "N", "O", "O", "H", "H", "H", "H", "H"],
  "xyz": [[5.0247, -3.2225, -0.4664], [4.3914, -2.0495, 0.3987], [4.2492, -0.7033, -0.5235], [5.3810, -0.2204, -1.2416], [2.8908, -0.0036, -0.5107], [2.2285, -0.0712, -1.7559], [3.0027, -0.2501, -2.9916], [0.9043, 0.0638, -1.8602], [0.0852, 0.2880, -0.6450], [-1.4127, 0.8301, -0.9020], [-1.5920, 1.9348, -1.4858], [-2.5632, 0.1232, -0.4303], [-2.7361, -1.1989, -1.0841], [-2.5986, 0.0407, 1.0651], [4.4288, -3.4208, -1.4121], [6.0993, -3.0295, -0.7578], [5.0139, -4.1876, 0.1304], [3.3874, -2.3137, 0.8696], [5.0823, -1.8298, 1.2822], [5.4034, -0.7586, -2.0640], [2.3810, -0.4636, 0.2542], [3.0026, 0.6538, -3.5174], [2.5600, -0.9793, -3.5803], [0.4095, 0.0274, -2.7602], [-0.0616, -0.7316, -0.1550], [0.5565, 1.0300, 0.0691], [-3.7785, -1.5756, -0.8245], [-2.6923, -1.0910, -2.2073], [-2.0305, -1.9963, -0.6771], [-1.7363, 0.6055, 1.5935], [-3.5934, 0.4959, 1.3863], [-2.6029, -1.0321, 1.4516], [-0.8721, 0.8845, 3.1987], [-3.6050, -5.7213, 1.7164], [-3.5893, -4.2220, 1.8421], [-3.4403, -3.5035, 0.8670], [-3.7625, -3.6396, 3.2161], [-3.4687, -5.9986, 0.6692], [-2.7908, -6.1517, 2.3026], [-4.5637, -6.1126, 2.0608], [-2.9561, -3.9766, 3.8654], [-4.7285, -3.9391, 3.6274], [-3.7294, -2.5469, 3.1573], [-6.3929, 4.1448, 1.0131], [-4.7276, 4.7464, 1.2011], [-3.7400, 3.6259, 1.4500], [-3.9647, 2.8729, 3.0457], [-4.7203, 5.4743, 2.0125], [-4.4730, 5.2654, 0.2750], [-2.7211, 4.0184, 1.4269], [-3.8211, 2.8441, 0.6925], [-2.0274, -1.3285, 4.1280], [3.3988, -2.3131, -3.3630], [3.3045, -2.2864, -5.8646], [-0.6953, 2.8928, -8.1613], [-0.6139, 4.0905, -7.2077], [-0.7791, 3.5507, -5.7857], [-0.1713, 1.8583, -5.8169], [-1.2775, 0.9708, -5.5554], [1.0741, 1.7888, -5.0606], [0.2019, 1.8145, -7.5573], [-0.3766, 3.1581, -9.1692], [-1.7271, 2.5334, -8.2159], [0.3634, 4.5714, -7.3073], [-1.3722, 4.8415, -7.4337], [-0.1993, 4.1367, -5.0654], [-1.8321, 3.5256, -5.4838], [0.0058, 0.8168, -7.9516], [1.2581, 2.0662, -7.6792], [-0.1100, 2.9721, -3.7182], [-2.3846, -5.7564, 7.4908], [-2.8859, -5.7969, 6.0414], [-2.5630, -6.8051, 5.3926], [-3.5603, -4.7973, 5.7000], [-1.8063, -6.6479, 7.7298], [-1.7518, -4.8798, 7.6368], [-3.2338, -5.6983, 8.1731], [4.8615, 2.8261, 2.0320], [5.2692, 3.3892, 3.2358], [4.4568, 3.2932, 4.3597], [3.2395, 2.6267, 4.2666], [2.8200, 2.0668, 3.0647], [3.6376, 2.1697, 1.9443], [2.3926, 2.5022, 5.4549], [2.7834, 3.0210, 6.4846], [1.3511, 1.8850, 5.3438], [5.5008, 2.8979, 1.1578], [6.2226, 3.9007, 3.2994], [4.7845, 3.7356, 5.2925], [1.8692, 1.5505, 2.9873], [3.3235, 1.7351, 1.0018]],
  "lowdin_charge": [-0.14, -0.14, -0.51, 0.08, 0.21, -0.31, 0.02, 0.10, -0.05, -0.33, -0.03, -0.20, -0.08, -0.15, -0.02, 0.09, 0.09, 0.11, 0.13, 0.09, 0.13, 0.10, -0.09, 0.15, 0.16, 0.14, 0.11, 0.09, 0.09, -0.14, 0.09, 0.09, 0.21, -0.01, -0.46, 0.03, -0.02, 0.08, 0.09, 0.09, 0.08, 0.10, 0.06, 0.55, -0.67, -0.68, 0.57, 0.07, 0.06, 0.07, 0.05, -0.35, 0.41, -0.36, -0.17, -0.15, -0.34, 0.60, -0.23, -0.44, -0.17, 0.14, 0.14, 0.14, 0.14, 0.02, 0.14, 0.14, 0.13, 1.47, 0.02, -0.67, 0.04, 0.07, 0.08, 0.09, 0.08, -0.08, -0.06, 0.01, -0.13, -0.01, -0.08, -0.35, 0.08, 0.06, 0.11, 0.11, 0.12, 0.06, 0.06],
  "lumo_energy_ha": -0.2338,
  "largest_force_ev_per_a": 8.462,
  "energy_ev": -134613.91204,
  "charge": 1,
  "orbital_gap_ev": 2.471
}

=====

[7]
{
  "formula": "C4H8N2O",
  "method": "ωB97M-V/def2-TZVPD",
  "elements": ["C", "C", "C", "C", "N", "N", "O", "H", "H", "H", "H", "H", "H", "H", "H"],
  "xyz": [[-2.7930, 0.8354, 0.3589], [2.2995, 0.5132, -0.2496], [1.2198, -0.2927, -0.1129], [1.6559, -1.7620, 0.0067], [-2.6444, -0.3320, 0.2283], [-2.5421, 2.1925, 0.2528], [-2.6535, -1.5378, 0.2248], [2.1913, 1.5399, -0.6670], [3.2235, 0.1227, -0.3654], [0.1858, -0.1446, -0.1141], [2.7084, -1.7822, 0.0152], [1.2704, -2.3429, -0.8453], [1.3044, -2.3140, 0.9266], [-3.0302, 2.6466, 0.9733], [-2.3960, 2.6580, -0.6323]],
  "lowdin_charge": [-0.09, -0.02, -0.17, -0.12, -0.15, 0.09, -0.02, 0.06, 0.00, 0.05, 0.03, 0.07, 0.09, 0.06, 0.10],
  "lumo_energy_ha": 0.0120,
  "largest_force_ev_per_a": 5.681,
  "energy_ev": -9300.62543,
  "orbital_gap_ev": 9.149
}

=====

[8]
{
  "formula": "C16H22Cl3GeMgN13Si",
  "method": "ωB97M-V/def2-TZVPD",
  "elements": ["Mg", "C", "C", "C", "C", "C", "C", "N", "N", "Si", "C", "C", "C", "H", "H", "H", "H", "H", "H", "H", "H", "H", "H", "H", "H", "H", "H", "H", "N", "C", "N", "N", "N", "N", "C", "N", "N", "N", "N", "H", "Cl", "Ge", "Cl", "Cl", "N", "C", "C", "C", "C", "C", "N", "H", "H", "H", "H", "H", "H"],
  "xyz": [[-0.3546, 0.2722, -0.3690], [-1.7899, 0.9167, 3.2323], [-0.3483, 0.6129, 2.9732], [0.6333, 0.9037, 3.9072], [1.9526, 0.6131, 3.5961], [2.2704, 0.0262, 2.3910], [1.2335, -0.2506, 1.4938], [-0.0487, 0.0569, 1.8028], [1.3535, -0.7761, 0.2410], [2.8245, -1.2972, -0.5535], [3.8655, -2.4174, 0.5553], [3.7964, 0.2586, -0.9539], [2.3317, -2.1549, -2.1427], [-2.0738, 0.5855, 4.2316], [-2.4224, 0.4093, 2.5085], [-1.9591, 1.9924, 3.1658], [0.3621, 1.3577, 4.8488], [2.7401, 0.8414, 4.3033], [3.2875, -0.2206, 2.1343], [4.7881, -1.9244, 0.8586], [4.1343, -3.3316, 0.0281], [3.3235, -2.7127, 1.4527], [4.1187, 0.7874, -0.0579], [3.1828, 0.9415, -1.5422], [4.6842, 0.0138, -1.5383], [1.2990, -2.4911, -2.1318], [2.9588, -3.0254, -2.3319], [2.4251, -1.4755, -2.9889], [0.8704, 2.5589, -2.6009], [0.4125, 1.3682, -3.1258], [0.3690, 1.1274, -4.4292], [-0.1117, -0.1181, -4.5162], [-0.3325, -0.5902, -3.3446], [-0.0111, 0.3298, -2.4105], [0.5195, 3.0296, -1.3487], [0.6130, 4.3039, -1.0116], [0.2196, 4.3233, 0.2737], [-0.0818, 3.1462, 0.6754], [0.1013, 2.2696, -0.3402], [1.0335, 3.2792, -3.2869], [-2.4180, -2.6621, 1.6447], [-0.4244, -2.5932, 0.6439], [0.8071, -3.3140, 2.3235], [-0.4481, -4.3829, -0.6399], [-2.5883, -1.6720, -1.6530], [-3.2482, -0.6783, -0.9989], [-4.6332, -0.7431, -0.7635], [-5.2398, 0.2892, -0.0965], [-4.4814, 1.3804, 0.3313], [-3.1273, 1.3515, 0.0958], [-2.5130, 0.3397, -0.5305], [-3.1390, -2.4602, -1.9566], [-1.8162, -1.4279, -2.2914], [-5.1934, -1.5951, -1.1205], [-6.3052, 0.2575, 0.0884], [-4.9251, 2.2187, 0.8463], [-2.4766, 2.1525, 0.4282]],
  "lowdin_charge": [0.43, -0.03, -0.32, -0.04, -0.05, -0.02, -0.54, 0.05, -0.18, 0.40, -0.18, -0.16, -0.17, 0.08, 0.05, 0.09, 0.11, 0.11, 0.09, 0.02, 0.02, -0.02, 0.02, 0.02, 0.03, -0.02, 0.03, 0.03, 0.13, -0.47, 0.03, -0.09, -0.11, -0.02, -0.48, 0.02, -0.11, -0.08, -0.03, 0.13, 0.05, -0.04, 0.12, 0.04, 0.12, -0.41, -0.03, -0.07, -0.07, -0.14, 0.07, 0.10, 0.05, 0.11, 0.11, 0.10, 0.10],
  "s_squared": 0.757,
  "lumo_energy_ha": [0.0936, 0.0179],
  "largest_force_ev_per_a": 0.721,
  "energy_ev": -143736.70216,
  "charge": -1,
  "multiplicity": 2,
  "orbital_gap_ev": [7.851, 5.907]
}